The following is a quantum chemistry calculation of C60H60AgCl2Ge2NS5 as an isolated structure, from OMol25.

Last column: Mulliken charge in e.
CARTESIAN COORDINATES (ANGSTROEM)
Ag 1.935 -1.246 -2.233  0.265
C 0.463 -6.516 -3.056  -1.559
C -0.479 -5.840 -2.092  0.849
C -0.261 -5.903 -0.720  -1.280
C -1.047 -5.190 0.175  1.395
C -0.721 -5.189 1.644  -1.606
C -2.080 -4.389 -0.316  0.457
C -2.343 -4.346 -1.686  0.821
C -3.384 -3.410 -2.239  -1.750
C -1.542 -5.076 -2.553  -0.916
C -2.962 -3.634 0.636  -0.665
C -4.026 -4.402 1.113  0.307
C -4.963 -3.882 1.983  -1.264
C -4.855 -2.556 2.354  0.195
C -3.810 -1.754 1.886  -1.332
C -2.812 -2.282 1.041  1.003
Ge -1.153 -1.230 0.505  0.357
S -0.086 -2.254 -1.014  -0.465
S -1.425 0.980 -0.039  -0.454
Ge 0.631 1.098 0.970  0.701
S 2.380 0.569 -0.111  -0.691
S 0.016 -0.616 2.378  -0.156
C 1.001 2.927 1.750  -0.218
C 1.264 3.999 0.869  -0.442
C 1.652 5.242 1.371  0.430
C 1.832 5.447 2.729  -1.136
C 1.610 4.393 3.595  -0.051
C 1.184 3.147 3.123  -0.663
C 1.028 2.096 4.179  0.908
C 2.017 1.132 4.381  1.340
C 3.223 1.023 3.480  -1.944
C 1.875 0.230 5.436  -0.963
C 0.803 0.288 6.308  1.014
C 0.664 -0.690 7.448  -1.589
C -0.164 1.269 6.099  -0.938
C -0.078 2.159 5.039  0.765
C -1.200 3.133 4.781  -1.678
C 1.132 3.935 -0.625  0.636
C 2.262 3.693 -1.421  0.506
C 3.607 3.412 -0.804  -1.396
C 2.118 3.657 -2.802  -0.717
C 0.889 3.870 -3.414  0.527
C 0.737 3.756 -4.911  -1.703
C -0.198 4.185 -2.614  -0.965
C -0.091 4.247 -1.228  0.869
C -1.273 4.706 -0.409  -1.548
C -3.980 -0.319 2.285  1.584
C -3.711 0.090 3.592  0.590
C -2.944 -0.770 4.562  -1.596
C -4.152 1.345 4.010  -0.622
C -4.816 2.210 3.158  0.812
C -5.322 3.549 3.638  -1.755
C -5.045 1.798 1.850  -1.082
C -4.662 0.540 1.407  0.514
C -5.029 0.096 0.014  -1.495
H 0.877 -7.433 -2.632  0.444
H 1.298 -5.848 -3.291  0.171
H -0.036 -6.760 -3.996  0.390
H 0.584 -6.473 -0.343  0.284
H 0.106 -5.867 1.857  0.423
H -1.583 -5.483 2.248  0.321
H -0.423 -4.183 1.961  0.223
H -4.309 -3.433 -1.659  0.368
H -3.610 -3.652 -3.279  0.467
H -2.997 -2.384 -2.205  0.200
H -1.713 -5.003 -3.625  0.295
H -4.101 -5.433 0.782  0.464
H -5.781 -4.492 2.349  0.343
H -5.596 -2.106 3.006  0.473
H 1.817 6.052 0.668  0.450
H 2.144 6.414 3.105  0.391
H 1.781 4.513 4.659  0.470
H 3.412 1.946 2.934  0.271
H 3.071 0.237 2.733  0.164
H 4.112 0.767 4.061  0.570
H 2.629 -0.544 5.566  0.318
H 1.429 -1.465 7.391  0.358
H -0.314 -1.176 7.425  0.309
H 0.760 -0.185 8.413  0.316
H -1.012 1.333 6.776  0.286
H -1.931 3.095 5.589  0.459
H -1.705 2.870 3.847  0.181
H -0.843 4.158 4.681  0.433
H 3.894 4.181 -0.083  0.375
H 4.378 3.349 -1.577  0.413
H 3.553 2.453 -0.278  -0.012
H 2.989 3.444 -3.417  0.236
H 1.706 3.821 -5.409  0.360
H 0.086 4.539 -5.304  0.422
H 0.292 2.792 -5.174  0.292
H -1.159 4.395 -3.078  0.364
H -2.015 5.187 -1.049  0.489
H -0.963 5.414 0.362  0.311
H -1.760 3.870 0.093  0.143
H -2.902 -1.811 4.246  0.280
H -3.385 -0.720 5.562  0.506
H -1.915 -0.407 4.621  -0.153
H -3.966 1.642 5.038  0.273
H -4.962 3.768 4.644  0.343
H -6.416 3.561 3.661  0.380
H -4.998 4.355 2.975  0.362
H -5.563 2.465 1.165  0.341
H -5.726 0.801 -0.442  0.476
H -5.485 -0.897 0.019  0.298
H -4.141 0.045 -0.618  0.177
Cl -0.011 -2.359 -4.352  -0.073
C 0.871 -3.385 -5.431  0.453
C 0.145 -3.996 -6.439  -0.689
C 0.769 -4.826 -7.355  -0.472
C 2.134 -5.033 -7.241  -0.687
C 2.845 -4.429 -6.218  0.437
Cl 4.555 -4.775 -6.159  -0.257
C 2.265 -3.573 -5.243  -0.363
S 3.208 -2.869 -3.979  -0.344
H -0.923 -3.817 -6.492  0.382
H 0.204 -5.300 -8.147  0.337
H 2.660 -5.664 -7.946  0.386
C 7.132 2.645 -4.587  -1.539
C 5.969 1.813 -4.117  1.535
C 4.950 1.447 -4.990  -0.618
C 3.888 0.696 -4.514  -0.828
N 3.771 0.313 -3.246  0.608
C 4.752 0.646 -2.410  -0.739
C 5.861 1.385 -2.802  -0.849
H 7.525 2.265 -5.532  0.368
H 7.938 2.647 -3.852  0.369
H 6.823 3.681 -4.750  0.275
H 4.985 1.734 -6.037  0.377
H 3.095 0.369 -5.181  0.395
H 4.638 0.315 -1.383  0.502
H 6.630 1.633 -2.078  0.307

The total energy comes out at -9589.6010 Eh. The value obtained for the frontier orbital gap is 5.6 eV. For the relative energy (zero: lowest compared OMol25 entry of this formula, charge and spin), the calculation gives 0.0 kcal/mol. Its net charge is -2. As for the spin multiplicity: 1.